[1]
ORCA calculation (ωB97M-V/def2-TZVPD) on a structure of composition C14H24N9NaSSbSe4 at a distorted geometry.

Properties
- HOMO (alpha / beta): -4.27 / -4.27 eV
- Net charge: -1
- Calculated total energy: -311496.030 eV
- Kohn-Sham gap (alpha / beta): 4.86 / 4.74 eV
- LUMO level (alpha / beta): 0.6 / 0.5 eV

Each line ends with the Löwdin charge.
CARTESIAN COORDINATES (ANGSTROEM)
Na  -0.34  -0.04  0.44  -0.0032
C  4.87  -1.26  3.46  -0.0944
C  4.35  0.16  3.69  -0.2751
N  2.91  0.22  3.77  -0.0697
C  2.09  0.02  2.69  -0.8966
S  0.44  -0.14  3.08  0.5269
N  2.66  -0.05  1.52  -0.0215
N  1.96  0.02  0.40  0.0089
C  2.46  -0.42  -0.70  -0.2915
C  3.78  -1.15  -0.78  -0.0264
C  1.70  -0.18  -1.92  -0.2408
C  2.31  -0.19  -3.19  -0.0109
C  1.55  0.06  -4.31  -0.0732
C  0.19  0.29  -4.16  -0.0703
C  -0.33  0.29  -2.87  -0.1426
N  0.40  0.07  -1.79  0.0801
H  5.96  -1.28  3.49  0.0615
H  4.53  -1.61  2.49  0.0454
H  4.48  -1.94  4.21  0.0677
H  4.67  0.80  2.86  0.1014
H  4.74  0.56  4.63  0.1030
H  2.49  -0.04  4.64  0.0871
H  4.06  -1.44  0.23  0.0492
H  4.57  -0.51  -1.18  0.0766
H  3.69  -2.04  -1.40  0.0839
H  3.37  -0.38  -3.28  0.1023
H  2.01  0.06  -5.29  0.1018
H  -0.44  0.47  -5.01  0.0930
H  -1.38  0.46  -2.69  0.0985
C  -5.66  2.05  0.38  -0.0708
N  -4.79  1.16  -0.35  -0.1802
C  -5.34  -0.18  -0.47  -0.0715
C  -3.41  1.25  -0.18  -0.4287
N  -2.59  0.30  -0.04  0.1791
N  -2.97  2.56  -0.28  0.1250
C  -1.69  3.03  -0.09  -0.5123
N  -1.57  4.37  -0.45  0.1176
N  -0.75  2.29  0.33  0.1572
H  -6.66  1.99  -0.06  0.0841
H  -5.33  3.08  0.33  0.0713
H  -5.73  1.77  1.44  0.0959
H  -6.36  -0.10  -0.87  0.0850
H  -5.38  -0.71  0.48  0.0983
H  -4.74  -0.75  -1.18  0.0943
H  -3.02  -0.60  0.06  0.0644
H  -3.60  3.18  -0.76  0.1296
H  -2.39  4.94  -0.32  0.0792
H  -0.72  4.82  -0.12  0.0934
H  0.13  2.77  0.43  0.0742
Se  0.40  -5.84  2.17  0.0434
Sb  -0.22  -5.63  -0.24  -0.4100
Se  1.42  -6.83  -1.68  -0.2552
Se  -2.50  -6.58  -0.64  0.0055
Se  -0.25  -3.21  -0.91  -0.1401

[2]
ORCA calculation (ωB97M-V/def2-TZVPD) on a cluster of 3 separate species, C6H18N3 in total at a distorted geometry.

Properties
- HOMO (alpha / beta): -12.76 / -12.52 eV
- Energy relative to the best compared isomer or geometry (same formula, charge and spin): 709.1 kJ/mol
- Net charge: +1
- Calculated total energy: -10971.917 eV
- Kohn-Sham gap (alpha / beta): 9.32 / 8.20 eV
- LUMO level (alpha / beta): -3.4 / -4.3 eV

Each line ends with the Löwdin charge.
CARTESIAN COORDINATES (ANGSTROEM)
C  -2.16  -0.84  0.09  -0.0654
C  -0.04  -1.50  -1.13  -0.0407
C  -0.34  -1.62  1.44  -0.0148
C  -2.16  2.49  0.14  0.1422
C  -0.64  -0.90  0.10  -0.6324
C  -0.18  0.45  0.15  0.0559
N  3.20  -0.16  -0.28  0.0962
N  0.87  1.12  -0.14  -0.0199
N  1.07  2.51  -0.03  0.1096
H  -2.68  -1.74  -0.10  0.0789
H  -2.51  -0.10  -0.77  0.1233
H  -2.39  -0.57  1.11  0.0933
H  0.99  -1.93  -1.01  0.0831
H  0.09  -0.86  -2.01  0.0967
H  -0.78  -2.33  -1.45  0.1311
H  -0.93  -2.46  1.48  0.0562
H  0.77  -1.88  1.41  0.0969
H  -0.36  -0.97  2.44  0.1476
H  -1.87  2.91  1.18  0.0643
H  -2.79  1.64  -0.03  -0.0244
H  -1.95  3.16  -0.57  -0.0483
H  4.06  0.11  -0.80  0.1074
H  2.86  -0.96  -0.69  0.0122
H  1.90  0.55  -0.27  0.1042
H  3.59  -0.39  0.64  0.0993
H  1.92  2.64  -0.51  0.0776
H  0.27  3.09  -0.15  0.0700

[3]
ORCA calculation (ωB97M-V/def2-TZVPD) on a cluster of 6 separate species, C33H57BClN4O19 in total.

Properties
- HOMO: -11.58 eV
- Net charge: +1
- Calculated total energy: -93207.426 eV
- Kohn-Sham gap: 7.48 eV
- LUMO level: -4.1 eV

Each line ends with the Löwdin charge.
CARTESIAN COORDINATES (ANGSTROEM)
N  9.47  -1.50  -2.25  0.0776
C  8.26  -1.08  -2.97  -0.6710
N  7.56  -2.15  -3.65  0.0846
N  8.71  -0.20  -4.02  0.0969
C  7.39  -0.39  -1.88  -0.0643
C  5.91  -0.29  -2.12  -0.1643
C  5.32  1.00  -2.23  0.0174
C  3.99  1.17  -2.42  0.0293
C  3.16  0.04  -2.54  -0.0767
C  1.78  0.13  -2.75  -0.2215
O  1.16  1.30  -2.82  0.2210
B  0.68  1.75  -4.09  -0.7422
O  -0.33  2.65  -4.09  0.2413
O  1.21  1.26  -5.24  0.2424
N  1.04  -0.96  -2.84  0.2432
C  1.54  -2.24  -2.74  -0.1732
C  0.53  -3.35  -2.90  -0.0884
C  0.88  -4.57  -2.09  -0.7994
O  0.45  -4.79  -1.01  0.0988
Cl  1.99  -5.68  -2.89  0.7342
C  2.86  -2.39  -2.52  0.0640
C  3.71  -1.26  -2.42  -0.1049
C  5.09  -1.39  -2.21  0.0271
H  9.21  -2.23  -1.59  0.0739
H  10.06  -1.95  -2.94  0.0839
H  7.51  -2.99  -3.09  0.0793
H  7.99  -2.35  -4.54  0.0837
H  7.98  -0.04  -4.69  0.0840
H  9.05  0.69  -3.66  0.0798
H  7.58  -0.82  -0.90  0.1297
H  7.76  0.63  -1.82  0.1104
H  5.94  1.88  -2.13  0.1287
H  3.56  2.16  -2.49  0.1353
H  -1.13  2.34  -3.67  0.1210
H  2.17  1.18  -5.26  0.1263
H  0.04  -0.82  -2.97  0.1959
H  0.47  -3.58  -3.96  0.1334
H  -0.45  -2.99  -2.59  0.1327
H  3.27  -3.38  -2.43  0.1042
H  5.50  -2.37  -2.10  0.1233
C  2.87  0.70  1.45  -0.0498
C  4.01  -0.26  1.18  -0.2160
O  5.20  0.10  1.88  0.0353
C  5.24  -0.27  3.17  -0.6121
O  4.38  -0.88  3.74  0.1326
O  6.39  0.16  3.68  0.0100
C  6.56  -0.14  5.07  -0.0243
H  3.19  1.73  1.23  0.0851
H  2.01  0.46  0.83  0.0727
H  2.57  0.66  2.50  0.0815
H  4.28  -0.24  0.13  0.0868
H  3.72  -1.29  1.44  0.1285
H  6.41  -1.20  5.27  0.0975
H  5.87  0.45  5.67  0.1010
H  7.58  0.14  5.31  0.0956
C  -3.53  -2.03  1.13  -0.0562
C  -4.33  -2.52  -0.05  -0.1985
O  -5.12  -1.47  -0.64  0.0286
C  -4.47  -0.65  -1.46  -0.6136
O  -3.30  -0.72  -1.77  0.0884
O  -5.33  0.26  -1.89  0.0161
C  -4.80  1.25  -2.77  -0.0349
H  -4.18  -1.54  1.86  0.0727
H  -3.03  -2.87  1.62  0.0852
H  -2.77  -1.31  0.82  0.0734
H  -5.06  -3.26  0.26  0.1267
H  -3.70  -2.97  -0.81  0.1171
H  -4.29  0.78  -3.61  0.0919
H  -4.11  1.90  -2.23  0.0953
H  -5.64  1.83  -3.13  0.0994
C  -7.49  -0.81  1.51  -0.0549
C  -8.62  -1.64  2.07  -0.2020
O  -8.58  -1.69  3.50  0.0404
C  -9.09  -0.63  4.13  -0.6122
O  -9.60  0.32  3.59  0.1088
O  -8.97  -0.82  5.44  0.0092
C  -9.48  0.26  6.24  -0.0268
H  -6.53  -1.16  1.88  0.0651
H  -7.48  -0.86  0.42  0.0776
H  -7.60  0.24  1.80  0.0829
H  -8.53  -2.68  1.75  0.1239
H  -9.59  -1.27  1.74  0.1161
H  -10.51  0.49  5.97  0.0938
H  -8.85  1.14  6.12  0.0988
H  -9.43  -0.09  7.26  0.0951
C  -12.70  -0.43  2.84  -0.0591
C  -13.54  -0.87  4.02  -0.2056
O  -14.05  0.25  4.75  0.0362
C  -15.14  0.82  4.23  -0.6146
O  -15.73  0.46  3.24  0.1241
O  -15.49  1.85  5.00  0.0051
C  -16.63  2.57  4.55  -0.0375
H  -11.91  0.25  3.17  0.0607
H  -12.23  -1.30  2.37  0.0790
H  -13.31  0.08  2.10  0.0803
H  -12.93  -1.42  4.74  0.1208
H  -14.36  -1.52  3.72  0.1225
H  -17.47  1.90  4.39  0.0957
H  -16.40  3.10  3.63  0.0979
H  -16.87  3.28  5.33  0.0929
C  11.04  1.92  0.07  -0.0608
C  11.55  1.63  -1.32  -0.2121
O  11.09  2.60  -2.27  0.0192
C  11.77  3.74  -2.30  -0.6160
O  12.73  4.02  -1.63  0.1325
O  11.20  4.54  -3.21  0.0000
C  11.82  5.83  -3.33  -0.0338
H  9.95  2.01  0.06  0.0731
H  11.32  1.12  0.75  0.0816
H  11.45  2.86  0.45  0.0781
H  11.17  0.67  -1.68  0.0967
H  12.64  1.58  -1.34  0.1251
H  12.89  5.73  -3.50  0.0973
H  11.64  6.42  -2.43  0.0989
H  11.35  6.30  -4.19  0.0929

[4]
ORCA calculation (ωB97M-V/def2-TZVPD) on the molecule C5H8N4O at a distorted geometry.

Properties
- HOMO: -9.38 eV
- Energy relative to the best compared isomer or geometry (same formula, charge and spin): 0.0 kJ/mol
- Net charge: 0
- SMILES: COc1nc(C)nc(N)n1
- Calculated total energy: -13323.482 eV
- Kohn-Sham gap: 10.27 eV
- LUMO level: 0.9 eV

Each line ends with the Löwdin charge.
CARTESIAN COORDINATES (ANGSTROEM)
C  -3.17  -0.24  0.06  -0.0507
O  -2.02  -1.09  -0.16  -0.0203
C  -0.85  -0.50  0.00  -0.4386
N  0.18  -1.33  0.01  0.1814
C  1.40  -0.77  -0.01  -0.3879
C  2.59  -1.66  0.02  -0.0344
N  1.64  0.54  -0.09  0.1605
C  0.53  1.26  -0.03  -0.4802
N  0.70  2.57  0.05  0.1454
N  -0.75  0.83  -0.04  0.1911
H  -3.22  0.18  1.06  0.0951
H  -3.19  0.50  -0.69  0.0629
H  -4.02  -0.89  -0.04  0.0882
H  2.90  -1.91  -1.01  0.0961
H  3.40  -1.14  0.55  0.0775
H  2.33  -2.57  0.58  0.0832
H  -0.07  3.20  -0.06  0.1041
H  1.61  3.02  -0.18  0.1267

[5]
ORCA calculation (ωB97M-V/def2-TZVPD) on a structure of composition C2H3KNO8S2 at a distorted geometry.

Properties
- HOMO (alpha / beta): 0.88 / 0.90 eV
- Multiplicity: 2
- <S²>: 0.76
- Net charge: -2
- Calculated total energy: -57986.332 eV
- Kohn-Sham gap (alpha / beta): 2.43 / 2.42 eV
- LUMO level (alpha / beta): 3.3 / 3.3 eV

Each line ends with the Löwdin spin population.
CARTESIAN COORDINATES (ANGSTROEM)
K  -0.24  0.56  -0.57  -0.0011
S  0.52  3.79  1.14  -0.0263
O  0.01  3.34  -0.17  0.0418
O  0.83  2.62  1.95  0.4946
O  1.58  4.78  1.04  0.0392
O  -0.62  4.23  1.92  0.4462
S  -1.51  0.27  2.47  -0.0002
O  -1.57  1.48  1.66  0.0005
O  -0.74  -0.72  1.76  0.0015
O  -0.73  0.76  3.56  0.0033
O  -2.79  -0.20  2.93  0.0004
C  1.11  -3.85  -3.18  0.0000
C  0.44  -2.85  -2.36  0.0000
N  -0.01  -1.99  -1.69  0.0000
H  0.36  -4.42  -3.73  0.0000
H  1.84  -4.56  -2.77  0.0000
H  1.54  -3.24  -3.97  0.0000

[6]
ORCA calculation (ωB97M-V/def2-TZVPD) on the molecule C4H9NO2S at a distorted geometry.

Properties
- HOMO: -8.89 eV
- Energy relative to the best compared isomer or geometry (same formula, charge and spin): 125.5 kJ/mol
- Net charge: 0
- SMILES: CN[C@@H](CS)C(=O)O
- Calculated total energy: -20713.732 eV
- Kohn-Sham gap: 9.40 eV
- LUMO level: 0.5 eV

Each line ends with the Löwdin charge.
CARTESIAN COORDINATES (ANGSTROEM)
C  -1.30  -1.27  1.86  -0.0968
N  -0.60  -0.08  1.33  -0.0717
C  -0.04  -0.16  0.01  -0.3677
C  0.32  1.28  -0.39  -0.5160
S  -1.08  2.25  -1.04  0.7088
C  1.04  -1.22  -0.23  -0.4873
O  0.77  -2.31  -0.64  0.1241
O  2.26  -0.77  0.08  0.1323
H  -0.82  -2.23  1.66  0.0755
H  -1.59  -1.20  2.91  0.0802
H  -2.25  -1.22  1.33  0.0776
H  0.08  0.21  2.02  0.1122
H  -0.79  -0.40  -0.75  0.1299
H  1.09  1.37  -1.16  0.0662
H  0.77  1.80  0.47  0.0778
H  -2.08  1.38  -0.99  -0.1611
H  3.08  -1.17  -0.12  0.1161

Question: What is the calculated total energy in the fifth record?
Answer: -57986.332 eV

Question: Number 6 is which compound?
Answer: C4H9NO2S

Question: Which of these has the lowest net charge?
Answer: C2H3KNO8S2